(1)
{"formula": "C2H6FP", "method": "the ωB97M-V functional and the def2-TZVPD basis", "symbols": ["C", "C", "F", "H", "H", "H", "P", "H", "H", "H"], "xyz": [[0.907, 0.230, 0.354], [2.246, 0.342, 0.125], [3.004, -0.672, -0.383], [0.395, -0.668, 0.151], [0.377, 0.932, 1.023], [2.867, 1.203, 0.512], [-2.119, -0.234, -0.084], [-1.630, -0.827, -1.225], [-3.224, -1.073, 0.164], [-2.824, 0.767, -0.636]], "forces_ev_per_a": [[3.0, 0.8, 0.7], [-1.3, 0.4, 1.5], [-0.7, 0.8, 0.0], [-0.2, -0.8, -0.4], [0.6, -0.1, -0.9], [-0.7, -1.1, -0.8], [0.3, -0.7, 2.1], [-0.1, -0.3, -0.8], [-0.1, -0.1, -0.3], [-0.9, 1.1, -1.0]], "nbo_charge": [-0.511, 0.241, -0.341, 0.206, 0.228, 0.172, 0.022, -0.005, -0.002, -0.011], "relative_energy_kcal_mol": 56.8, "multiplicity": 1, "e_tot_ha": -520.931206}

***

(2)
{"formula": "C6H10O8S", "method": "the ωB97M-V functional and the def2-TZVPD basis", "symbols": ["C", "C", "C", "C", "C", "C", "O", "O", "O", "O", "O", "O", "O", "O", "S", "H", "H", "H", "H", "H", "H", "H", "H", "H", "H"], "xyz": [[1.539, 1.058, 0.170], [1.610, -0.490, 0.602], [0.125, 1.595, 0.006], [0.185, -1.122, 0.761], [-0.700, 0.568, -0.760], [-0.654, -0.721, -0.397], [-3.697, 0.105, -0.774], [-2.806, 0.188, 1.465], [2.189, 1.212, -1.007], [2.158, -1.305, -0.422], [-0.401, 1.893, 1.263], [0.370, -2.542, 0.803], [-1.410, 1.140, -1.793], [-1.508, -1.741, -0.945], [-3.184, -0.639, 0.340], [2.055, 1.670, 0.892], [2.299, -0.546, 1.395], [0.177, 2.591, -0.523], [-0.199, -0.677, 1.608], [2.252, 2.046, -1.314], [2.672, -0.841, -1.001], [-1.001, 1.141, 1.567], [1.160, -2.821, 0.432], [-2.118, 0.643, -2.026], [-1.115, -2.404, -0.341]], "forces_ev_per_a": [[-0.7, -0.4, 1.1], [-0.9, 1.2, -2.7], [0.0, -0.1, -0.4], [3.5, -0.5, -1.4], [-0.1, 0.8, -1.0], [-0.9, 0.8, -1.7], [0.0, -0.4, -0.2], [0.1, -0.5, 0.0], [1.4, -5.2, -1.1], [-1.7, -2.0, 2.0], [-1.6, -1.4, 1.5], [-4.2, 1.1, 2.1], [4.0, 2.1, 1.8], [2.4, 1.1, 1.0], [-1.6, 1.0, 1.1], [-0.1, 0.0, 1.0], [0.1, -0.3, 1.7], [-0.1, -1.2, 0.1], [-1.1, -0.2, 2.5], [0.1, 4.4, -1.3], [2.0, 2.2, -2.3], [0.8, 1.7, -0.6], [2.6, -0.2, -1.5], [-3.6, -2.6, -1.2], [-0.6, -1.3, -0.6]], "nbo_charge": [0.074, 0.085, 0.038, 0.030, 0.243, 0.109, -0.876, -0.895, -0.726, -0.743, -0.718, -0.723, -0.655, -0.689, 1.725, 0.172, 0.187, 0.196, 0.193, 0.481, 0.496, 0.493, 0.506, 0.491, 0.508], "relative_energy_kcal_mol": 42.1, "multiplicity": 1, "e_tot_ha": -1234.636059}

***

(3)
{"formula": "C6H25NO5S", "method": "the ωB97M-V functional and the def2-TZVPD basis", "symbols": ["C", "N", "C", "C", "C", "C", "C", "S", "H", "H", "H", "H", "H", "H", "H", "H", "H", "H", "H", "H", "H", "H", "H", "O", "H", "H", "O", "H", "H", "O", "H", "H", "O", "H", "H", "O", "H", "H"], "xyz": [[0.783, -1.659, 1.893], [0.108, -2.255, 0.743], [0.159, -3.686, 0.575], [-1.261, -1.699, 0.615], [-1.771, -1.430, -0.812], [-0.858, -1.412, -2.061], [-0.729, -0.058, -2.731], [0.439, -0.016, -4.102], [1.338, -0.754, 1.580], [1.534, -2.418, 2.150], [0.199, -1.368, 2.757], [-0.822, -4.202, 0.713], [0.736, -3.898, -0.339], [0.558, -4.281, 1.416], [-1.326, -0.785, 1.256], [-2.065, -2.251, 1.114], [-2.446, -0.582, -0.658], [-2.559, -2.178, -1.048], [-1.235, -2.159, -2.760], [0.137, -1.711, -1.653], [-1.627, 0.304, -3.272], [-0.578, 0.718, -1.968], [1.568, 0.093, -3.367], [1.856, 0.569, -0.427], [1.669, -0.389, -0.362], [2.756, 0.617, -0.747], [-1.492, 2.715, 2.313], [-2.139, 2.922, 3.007], [-1.737, 3.289, 1.568], [1.023, 2.189, 1.380], [0.078, 2.027, 1.547], [1.155, 2.860, 2.072], [3.576, 2.990, 0.616], [2.607, 3.087, 0.659], [3.610, 2.222, 1.228], [-1.424, 4.273, -0.810], [-1.257, 3.919, -1.685], [-0.562, 4.398, -0.398]], "forces_ev_per_a": [[1.8, -0.6, -0.8], [-2.0, 1.1, 0.6], [-0.2, -1.2, 0.8], [0.5, 0.9, 0.4], [-1.9, -0.7, -0.2], [0.4, 0.2, 1.4], [-0.8, 0.7, -0.1], [0.7, 0.2, 0.3], [-0.3, -0.3, 0.2], [0.0, 0.5, 0.5], [-0.5, -0.4, 0.2], [0.0, 0.7, -1.4], [-0.7, -0.6, 0.3], [1.1, 0.8, 0.0], [0.6, -0.2, -0.9], [0.3, -0.9, 0.1], [0.4, 0.6, -0.6], [0.6, -0.1, 0.3], [0.4, 0.0, 0.0], [-0.5, 0.0, -0.7], [-0.1, -0.7, 0.5], [0.5, -0.1, -0.3], [-0.2, -0.1, -0.2], [-0.3, -1.1, -0.3], [0.0, 0.5, -0.1], [0.4, 0.1, -0.1], [-0.6, 0.5, 0.1], [0.3, -0.2, -0.3], [0.0, -0.2, 0.1], [-0.5, 0.9, 1.0], [0.2, -0.3, -0.3], [0.1, -0.2, -0.1], [-0.6, -0.8, 1.0], [0.3, 0.2, -0.6], [0.5, 0.5, -0.6], [-0.1, 0.1, 0.5], [0.1, -0.1, -0.1], [0.1, -0.1, -0.2]], "nbo_charge": [-0.414, -0.484, -0.437, -0.209, -0.426, -0.425, -0.521, -0.045, 0.208, 0.195, 0.180, 0.198, 0.204, 0.198, 0.193, 0.176, 0.211, 0.200, 0.213, 0.216, 0.213, 0.227, 0.123, -0.943, 0.472, 0.473, -0.973, 0.488, 0.494, -0.963, 0.499, 0.460, -0.951, 0.482, 0.464, -0.956, 0.481, 0.476], "relative_energy_kcal_mol": 37.1, "multiplicity": 1, "e_tot_ha": -1072.664412}

***

| no. | molar mass (g/mol) | gap between HOMO and LUMO (eV) |
| --- | --- | --- |
| 1 | 80.04 | 10.605 |
| 2 | 242.21 | 8.353 |
| 3 | 223.34 | 8.858 |